i.
DFT (wB97M-V/def2-TZVPD) results for 2 unconnected molecules or ions with the total composition C7H11N2O2.

Geometry as ORCA input:
```
! wB97M-V def2-TZVPD RIJCOSX def2/J DEFGRID3
* xyz -1 1
C -0.6576 1.2214 -2.1515
C -1.5138 0.9462 -0.9289
C 0.7022 1.8779 -1.6660
O 0.5961 2.9585 -1.0765
O 1.7161 1.1684 -1.9210
H -0.3391 0.2695 -2.5938
H -0.9975 1.8491 -2.9713
H -1.1009 0.1363 -0.3208
H -2.5486 0.6886 -1.1837
H -1.4985 1.8508 -0.3127
C -0.9632 -1.8045 2.2165
C 1.5793 0.3060 1.0482
C 0.3261 -1.2766 1.7188
C 1.0099 -1.7425 0.6419
N 0.7205 -0.0042 1.9953
N 1.9174 -0.7976 0.2109
H 2.0920 1.2441 0.9364
H 2.1699 -0.4986 -0.7407
H 0.9173 -2.6928 0.1356
H -1.7430 -1.2068 1.7319
H -1.1130 -1.6761 3.2954
H -1.2717 -2.8173 1.9361
*
```

As for the HOMO energy: -0.15813 Ha. The orbital gap is 0.292 Ha.



ii.
DFT (wB97M-V/def2-TZVPD) results for 2 unconnected molecules or ions with the total composition C7H11N2O2.

Geometry as ORCA input:
```
! wB97M-V def2-TZVPD RIJCOSX def2/J DEFGRID3
* xyz -1 1
C -1.0416 -0.3132 2.7727
C -0.3513 0.7232 1.8460
C 0.9932 0.9798 1.7452
C -0.2385 2.3103 0.3213
N -1.1592 1.5770 0.9940
N 1.0354 1.9384 0.7416
H -0.3178 -0.9543 3.0536
H -1.8894 -1.0259 2.3470
H 1.8835 0.6513 2.2406
H -0.4875 3.0324 -0.4266
H 1.8873 1.9119 0.2425
H -1.5898 0.3971 3.5722
C 0.3263 -1.7102 -1.6095
C -0.9725 -1.0352 -2.0708
C 1.4207 -0.7729 -2.1064
O 1.2421 -0.0028 -3.1882
O 2.4856 -0.6841 -1.5645
H 0.4983 -1.7339 -0.4213
H 0.4416 -2.7443 -1.9967
H -1.5540 -0.3149 -1.3367
H -1.7730 -1.8131 -2.2317
H -0.8396 -0.4166 -2.9243
*
```

As for the HOMO energy: -0.12248 Ha. The orbital gap is 0.252 Ha.



On energetic grounds, i is preferred over the next structure by 200.9 kJ/mol.



i.
DFT (wB97M-V/def2-TZVPD) results for 2 unconnected molecules or ions with the total composition C6H13NO.

Geometry as ORCA input:
```
! wB97M-V def2-TZVPD RIJCOSX def2/J DEFGRID3
* xyz 1 2
C -0.3909 -0.8691 1.5814
O -0.1096 -0.2986 0.3532
C -1.4166 -0.0080 2.3386
C -0.8876 1.3887 2.6800
H 0.5009 -1.0062 2.2228
H -0.8103 -1.8758 1.4798
H -1.6793 -0.5289 3.2635
H -2.3154 0.0676 1.7136
H -1.5831 1.9044 3.3413
H -0.7653 2.0090 1.7813
H 0.0828 1.3304 3.1711
C 1.3163 -0.3675 -1.4905
C 1.7874 -1.5420 -1.8935
C -0.3885 1.2429 -1.8604
N 0.3855 0.3279 -2.3385
H 1.6306 0.2219 -0.6368
H 1.4336 -1.9765 -2.8195
H 2.5104 -2.0943 -1.3177
H -1.0715 1.7505 -2.5337
H -0.2371 1.3648 -0.7889
H 0.2202 -0.0730 -3.2588
*
```

As for the HOMO energy (spin up / spin down): -0.52750 / -0.51343 Ha. The orbital gap (spin up / spin down) is 0.340 / 0.302 Ha.



ii.
DFT (wB97M-V/def2-TZVPD) results for a gas-phase ion, C6H13NO (charge +1).

Geometry as ORCA input:
```
! wB97M-V def2-TZVPD RIJCOSX def2/J DEFGRID3
* xyz 1 2
C 0.8899 0.2055 -2.3831
C 1.0461 0.7659 -0.9471
N 0.2242 0.0843 0.0598
C 0.8016 -0.4272 1.3436
C -0.0644 -1.5852 1.7683
C -0.9132 0.9858 0.3900
C -2.2705 0.3679 -0.1926
O -3.2251 1.0070 -0.4452
H -0.0910 0.2514 -2.8441
H 1.6726 0.7211 -2.9427
H 1.1946 -0.8323 -2.3076
H 1.1442 1.8436 -0.8216
H 2.0798 0.5037 -0.6635
H 0.7773 0.3498 2.1235
H 1.8590 -0.5824 1.1522
H -1.1375 -1.4264 1.8202
H -0.0059 -2.3683 0.9860
H 0.1605 -2.1405 2.6786
H -0.7776 2.0059 0.0603
H -1.1404 0.9929 1.4545
H -2.2241 -0.7224 -0.2894
*
```

As for the HOMO energy (spin up / spin down): -0.53817 / -0.53026 Ha. The orbital gap (spin up / spin down) is 0.418 / 0.231 Ha.



On energetic grounds, ii is preferred over the next structure by 40.9 kJ/mol.



i.
DFT (wB97M-V/def2-TZVPD) results for 2 unconnected molecules or ions with the total composition C7H11NO2.

Geometry as ORCA input:
```
! wB97M-V def2-TZVPD RIJCOSX def2/J DEFGRID3
* xyz 0 1
C -1.2632 2.7381 1.0023
C -1.2615 1.5431 0.5683
C 0.9788 -2.1104 -0.1960
C 0.2330 -3.1290 -0.6256
C -1.4625 -0.0468 -1.4057
C 2.4618 0.8844 0.6588
C -1.4182 0.3429 0.0266
N 1.4759 -1.1816 0.4147
O -1.4255 -0.8347 0.8201
O 2.3078 -0.2422 -0.2695
H -2.2258 3.1621 1.3359
H -0.7312 -2.8938 -1.1339
H 0.6335 -4.1185 -0.7061
H -0.4208 3.4444 1.0781
H -0.7566 -0.7842 -1.6544
H -2.5852 -0.3527 -1.6525
H -1.3925 0.8457 -2.0474
H 1.3773 1.3375 0.7137
H 3.2253 1.5365 0.0833
H 2.9042 0.5808 1.6600
H -0.6546 -0.7216 1.3293
*
```

Its SMILES is C=C=C(C)O.C=C=NOC. As for the HOMO energy: -0.32431 Ha. The orbital gap is 0.355 Ha.



ii.
DFT (wB97M-V/def2-TZVPD) results for 2 unconnected molecules or ions with the total composition C7H11NO2.

Geometry as ORCA input:
```
! wB97M-V def2-TZVPD RIJCOSX def2/J DEFGRID3
* xyz 0 1
C 1.0711 -0.2544 0.3660
C 1.7693 0.7035 -0.5793
C -2.3353 1.7447 0.4456
C -0.4768 -1.7940 -1.2269
C -0.5568 -2.3064 0.2970
C 0.2531 -1.1879 -0.0991
C 1.9203 2.1435 0.0654
N -2.3297 0.8854 1.2995
O -2.5159 2.6589 -0.2264
O -1.7142 -2.0020 0.9523
H 1.4173 -0.2326 1.5011
H 2.8377 0.4350 -0.8442
H -0.1051 -2.4830 -1.9540
H -1.3473 -1.1407 -1.5097
H -0.2526 -3.3844 0.5470
H 2.9493 2.4905 0.2333
H 1.2995 2.7958 -0.5123
H 1.4765 2.0173 1.0824
H 1.3013 0.8376 -1.5084
H -2.1719 -0.0707 1.3587
H -2.4899 -1.8560 0.3120
*
```

Its SMILES is CC/C=C1\C[C@@H]1O.N=C=O. As for the HOMO energy: -0.34914 Ha. The orbital gap is 0.373 Ha.



On energetic grounds, ii is preferred over the next structure by 308.3 kJ/mol.



i.
DFT (wB97M-V/def2-TZVPD) results for a molecular structure, C13H10BrClNOPdS3.

Geometry as ORCA input:
```
! wB97M-V def2-TZVPD RIJCOSX def2/J DEFGRID3
* xyz 1 5
Pd 0.9818 -0.4034 1.0330
S 1.2600 3.2642 3.7870
C 1.1932 1.9362 2.7152
S 2.2121 0.6082 2.8634
S 0.1105 1.8862 1.4261
O 2.7962 0.2922 -4.9048
C 2.3827 0.2894 -3.6292
C 1.2871 1.0174 -3.1673
C 0.9769 0.9386 -1.8303
N 1.6769 0.2104 -0.9496
C 2.7119 -0.4868 -1.4309
Br 3.6245 -1.5118 -0.1560
C 3.1179 -0.4957 -2.7435
H 2.2450 0.8695 -5.4416
H 0.6928 1.6397 -3.8217
H 0.1408 1.4985 -1.4300
H 3.9646 -1.0747 -3.0771
Cl -0.5188 -2.3079 -0.2313
C -1.7207 -1.3168 0.5956
C -2.6878 -0.7098 -0.1655
C -3.6072 0.1315 0.4572
C -3.5263 0.3649 1.8340
C -2.5487 -0.2392 2.5790
C -1.5940 -1.1338 1.9996
C -0.6502 -1.7682 2.7979
H -2.7316 -0.8965 -1.2294
H -4.3845 0.6003 -0.1302
H -4.2437 1.0167 2.3129
H -2.4884 -0.0743 3.6474
H -0.0580 -2.5988 2.4358
H -0.6148 -1.5462 3.8544
*
```

As for the HOMO energy (spin up / spin down): -0.39408 / -0.44471 Ha. The orbital gap (spin up / spin down) is 0.267 / 0.220 Ha.



ii.
DFT (wB97M-V/def2-TZVPD) results for a molecular structure, C13H10BrClNOPdS3.

Geometry as ORCA input:
```
! wB97M-V def2-TZVPD RIJCOSX def2/J DEFGRID3
* xyz 1 5
Pd -0.4641 -0.0163 0.0118
S -0.7420 4.4290 -1.1561
C -0.5657 2.7940 -0.7193
S -0.6053 1.5451 -1.8598
S -0.3457 2.3132 0.8898
O 5.4942 -1.7213 -0.0796
C 4.2488 -1.2453 -0.0444
C 3.9435 0.1054 0.1275
C 2.6221 0.4817 0.1473
N 1.6183 -0.3945 0.0110
C 1.9331 -1.6782 -0.1540
Br 0.4482 -2.8240 -0.3399
C 3.2131 -2.1725 -0.1901
H 6.1450 -1.0147 0.0286
H 4.7206 0.8488 0.2411
H 2.3296 1.5148 0.2792
H 3.4212 -3.2225 -0.3264
Cl -2.2224 -2.6037 2.7782
C -2.9164 -2.7073 1.1970
C -3.2490 -3.9449 0.6935
C -3.7694 -4.0458 -0.5944
C -3.9517 -2.9048 -1.3808
C -3.6220 -1.6708 -0.8801
C -3.1012 -1.5143 0.4386
C -2.7673 -0.2471 0.9233
H -3.1029 -4.8264 1.3017
H -4.0312 -5.0215 -0.9806
H -4.3573 -2.9972 -2.3787
H -3.7672 -0.7793 -1.4784
H -2.5162 -0.0844 1.9610
H -2.9756 0.6289 0.3145
*
```

As for the HOMO energy (spin up / spin down): -0.38952 / -0.45039 Ha. The orbital gap (spin up / spin down) is 0.257 / 0.222 Ha.



On energetic grounds, ii is preferred over the next structure by 17.0 kJ/mol.



i.
DFT (wB97M-V/def2-TZVPD) results for C4H6N2OS in the gas phase.

Geometry as ORCA input:
```
! wB97M-V def2-TZVPD RIJCOSX def2/J DEFGRID3
* xyz 0 1
C 2.0515 1.3250 -0.4141
C 1.7494 -0.1497 -0.2290
C -2.0172 -0.7788 -0.2357
C -1.4637 0.3461 0.6460
H 2.8579 1.7107 -0.9634
H 0.2345 -1.6047 0.3711
H -2.7043 -0.9038 -1.1179
H -1.9018 -1.8120 0.0799
H -0.8804 -0.0389 1.7188
H -1.9869 1.3760 0.7887
N 0.4657 -0.6739 -0.3454
N -0.7531 0.0350 -0.5608
O 1.3012 2.1760 0.1113
S 3.0471 -1.0070 0.1506
*
```

Its SMILES is O=CC(=S)NN1CC1. As for the HOMO energy: -0.33273 Ha. The orbital gap is 0.313 Ha.



ii.
DFT (wB97M-V/def2-TZVPD) results for 2 unconnected molecules or ions with the total composition C4H6N2OS.

Geometry as ORCA input:
```
! wB97M-V def2-TZVPD RIJCOSX def2/J DEFGRID3
* xyz 0 1
C -0.8716 0.3690 -0.1419
C 0.7128 -1.2389 -2.8533
C 0.3019 1.1108 0.5072
C 0.4704 0.4733 1.8981
N -1.4567 -0.1598 0.8255
N -0.3867 -1.3490 -2.3875
O -0.7342 -0.0981 2.2195
S 2.2193 -1.2898 -3.1974
H 1.1250 0.9675 -0.1613
H 0.0785 2.2890 0.6050
H 1.2632 -0.3614 1.7299
H 0.7944 1.2266 2.6944
H -2.2148 -0.8096 0.8972
H -1.3014 -1.1298 -2.6355
*
```

As for the HOMO energy: -0.33000 Ha. The orbital gap is 0.359 Ha.



iii.
DFT (wB97M-V/def2-TZVPD) results for C4H6N2OS in the gas phase.

Geometry as ORCA input:
```
! wB97M-V def2-TZVPD RIJCOSX def2/J DEFGRID3
* xyz 0 1
C 1.3924 1.5527 0.2083
C -1.4464 -0.7537 -0.0645
C -0.4110 -1.6322 0.0041
C 0.8169 -0.7795 -0.1823
H 1.0502 2.7169 0.0578
H 1.6396 1.3936 1.4542
H 2.4469 1.2386 -0.3081
H -1.2525 0.8194 -1.2613
H -3.1523 -0.1839 0.2491
H -0.1687 -2.7873 0.2257
N 0.4703 0.4229 -0.3354
N -0.9390 0.5578 -0.1493
O -2.7367 -1.0534 0.1367
S 2.2902 -1.5120 -0.0349
*
```

Its SMILES is Cn1[nH]c(O)cc1=S. As for the HOMO energy: -0.29223 Ha. The orbital gap is 0.300 Ha.



iv.
DFT (wB97M-V/def2-TZVPD) results for C4H6N2OS in the gas phase.

Geometry as ORCA input:
```
! wB97M-V def2-TZVPD RIJCOSX def2/J DEFGRID3
* xyz 0 1
C 0.3161 0.8422 0.0305
C -0.1696 -1.0664 -1.7798
C -0.1314 -1.3635 -0.2579
C -0.8063 -0.1653 0.2397
H 1.1729 2.3558 2.5233
H 0.2387 0.9194 2.3792
H 0.3913 -1.7760 -2.3518
H -1.1740 -1.0742 -2.2056
H 0.8993 -1.4773 0.0470
H -1.7288 0.0494 -0.3526
N 0.5025 1.8238 1.9988
N 0.9656 1.7191 0.6714
O -0.9574 -1.4262 0.8640
S 0.4813 0.6395 -1.8060
*
```

Its SMILES is N/N=C1/SC[C@@H]2O[C@@H]12. As for the HOMO energy: -0.31293 Ha. The orbital gap is 0.339 Ha.



On energetic grounds, iii is preferred over the next structure by 61.3 kJ/mol.



i.
DFT (wB97M-V/def2-TZVPD) results for C4H6N2OS in the gas phase.

Geometry as ORCA input:
```
! wB97M-V def2-TZVPD RIJCOSX def2/J DEFGRID3
* xyz 0 1
C 1.3774 -1.0780 0.1006
C -1.0665 -0.8108 -0.0633
C -2.2232 0.1963 0.2474
C 0.2795 -0.3951 0.4816
N 2.0235 1.3566 -0.4999
N 0.8632 1.4668 -0.5707
O -1.3145 -1.8506 -0.6454
S 2.8966 -0.3125 0.2922
H 1.4682 -1.9328 -0.5964
H -3.2350 -0.1418 0.0679
H -2.1178 1.0380 -0.3605
H -2.2276 0.6050 1.2870
H 0.4681 0.3196 1.3408
H 2.8083 1.5392 -1.0813
*
```

As for the HOMO energy (spin up / spin down): -0.32570 / -0.32571 Ha. The orbital gap (spin up / spin down) is 0.307 / 0.308 Ha.



ii.
DFT (wB97M-V/def2-TZVPD) results for a molecular structure, C4H6N2OS.

Geometry as ORCA input:
```
! wB97M-V def2-TZVPD RIJCOSX def2/J DEFGRID3
* xyz 0 1
C -2.2972 -1.4326 0.0866
C -0.4026 0.8905 -0.1573
C 0.0391 2.2732 -0.1311
C 2.8861 -0.5565 0.0047
H -1.5524 -2.1703 -0.6050
H -2.2466 -1.6758 1.2125
H -3.3195 -1.7400 -0.0556
H 1.0485 2.5233 -0.6287
H 3.8102 -0.0677 -0.1096
H 2.5405 -1.7087 0.6637
N 0.4231 -0.1483 -0.0441
N 1.8714 0.2317 -0.2374
O -0.7755 3.1813 0.2466
S -2.0250 0.4000 -0.2453
*
```

As for the HOMO energy: -0.33054 Ha. The orbital gap is 0.298 Ha.



On energetic grounds, i is preferred over the next structure by 110.2 kJ/mol.